{"formula": "C33H76NO13", "method": "ωB97M-V/def2-TZVPD", "species": ["C", "C", "C", "C", "O", "N", "C", "C", "C", "C", "C", "H", "H", "H", "H", "H", "H", "H", "H", "H", "H", "H", "H", "H", "H", "H", "H", "H", "H", "H", "H", "C", "O", "C", "C", "O", "C", "C", "O", "C", "H", "H", "H", "H", "H", "H", "H", "H", "H", "H", "H", "H", "H", "H", "C", "O", "C", "C", "O", "C", "C", "O", "C", "H", "H", "H", "H", "H", "H", "H", "H", "H", "H", "H", "H", "H", "H", "C", "O", "C", "C", "O", "C", "C", "O", "C", "H", "H", "H", "H", "H", "H", "H", "H", "H", "H", "H", "H", "H", "H", "C", "O", "C", "C", "O", "C", "C", "O", "C", "H", "H", "H", "H", "H", "H", "H", "H", "H", "H", "H", "H", "H", "H"], "positions_angstrom": [[2.248, -3.880, -2.587], [1.491, -2.656, -3.129], [-0.041, -2.827, -3.211], [-0.756, -1.548, -2.801], [-2.077, -1.409, -3.389], [-3.009, -2.256, -2.754], [-3.735, -1.448, -1.704], [-5.068, -2.049, -1.291], [-5.966, -2.446, -2.486], [-5.267, -2.204, -3.825], [-3.903, -2.867, -3.814], [2.816, -4.386, -3.369], [1.568, -4.618, -2.155], [2.951, -3.593, -1.803], [1.711, -1.784, -2.505], [1.859, -2.402, -4.125], [-0.356, -3.074, -4.230], [-0.337, -3.666, -2.570], [-0.858, -1.468, -1.711], [-0.242, -0.650, -3.140], [-2.480, -3.005, -2.300], [-3.051, -1.359, -0.861], [-3.846, -0.466, -2.157], [-5.552, -1.268, -0.700], [-4.917, -2.887, -0.606], [-6.222, -3.506, -2.417], [-6.906, -1.896, -2.447], [-5.169, -1.139, -4.055], [-5.837, -2.648, -4.643], [-3.988, -3.929, -3.574], [-3.343, -2.754, -4.741], [-5.605, 5.386, 1.956], [-4.755, 4.488, 1.276], [-4.857, 3.174, 1.775], [-4.088, 2.227, 0.883], [-4.768, 1.923, -0.329], [-4.593, 2.874, -1.371], [-3.384, 2.557, -2.218], [-2.185, 2.930, -1.568], [-1.102, 2.162, -2.022], [-5.367, 5.427, 3.025], [-5.452, 6.371, 1.522], [-6.656, 5.099, 1.845], [-5.910, 2.861, 1.817], [-4.447, 3.116, 2.793], [-3.978, 1.276, 1.411], [-3.096, 2.636, 0.679], [-4.532, 3.889, -0.975], [-5.478, 2.796, -2.005], [-3.458, 3.053, -3.195], [-3.378, 1.471, -2.395], [-1.233, 1.116, -1.710], [-0.187, 2.554, -1.583], [-1.012, 2.185, -3.115], [-7.511, -7.195, 3.709], [-7.523, -5.832, 3.346], [-8.805, -5.402, 2.934], [-8.843, -3.895, 2.819], [-8.976, -3.237, 4.066], [-7.784, -3.049, 4.810], [-7.010, -1.817, 4.398], [-6.279, -2.069, 3.210], [-5.731, -0.901, 2.658], [-7.813, -7.835, 2.872], [-6.494, -7.448, 4.000], [-8.185, -7.388, 4.550], [-9.566, -5.727, 3.656], [-9.056, -5.845, 1.959], [-9.735, -3.625, 2.250], [-7.960, -3.543, 2.278], [-7.139, -3.929, 4.754], [-8.102, -2.913, 5.844], [-6.322, -1.536, 5.207], [-7.709, -0.985, 4.241], [-6.508, -0.185, 2.362], [-5.170, -1.208, 1.775], [-5.047, -0.399, 3.354], [5.682, 0.507, 2.245], [6.157, -0.630, 1.564], [5.617, -1.831, 2.072], [5.998, -2.990, 1.180], [5.242, -3.043, -0.024], [5.722, -2.237, -1.089], [6.857, -2.863, -1.869], [8.074, -2.700, -1.175], [9.126, -3.432, -1.762], [5.942, 0.479, 3.309], [6.152, 1.376, 1.789], [4.593, 0.602, 2.156], [4.522, -1.758, 2.129], [5.996, -2.022, 3.086], [5.775, -3.916, 1.712], [7.068, -2.956, 0.964], [6.017, -1.246, -0.737], [4.872, -2.127, -1.767], [6.917, -2.384, -2.857], [6.646, -3.931, -2.024], [8.916, -4.507, -1.753], [10.024, -3.237, -1.179], [9.300, -3.121, -2.798], [8.928, 2.693, -0.121], [8.482, 4.021, -0.268], [7.098, 4.088, -0.531], [6.601, 5.511, -0.411], [6.437, 5.929, 0.934], [7.602, 6.447, 1.560], [7.830, 7.915, 1.276], [8.367, 8.086, -0.019], [8.417, 9.441, -0.398], [8.719, 2.099, -1.019], [10.003, 2.720, 0.043], [8.444, 2.209, 0.734], [6.547, 3.455, 0.180], [6.887, 3.716, -1.545], [5.607, 5.557, -0.861], [7.265, 6.186, -0.955], [8.486, 5.872, 1.277], [7.436, 6.334, 2.633], [8.520, 8.320, 2.030], [6.877, 8.454, 1.366], [7.416, 9.885, -0.424], [8.856, 9.487, -1.392], [9.037, 10.027, 0.291]], "forces_ev_per_a": [[0.039, -0.023, 0.022], [-0.020, 0.050, 0.047], [-0.058, -0.038, -0.146], [-0.013, 0.080, 0.219], [0.075, -0.090, -0.024], [-0.017, -0.011, 0.160], [-0.011, 0.004, 0.004], [-0.062, -0.003, 0.083], [0.014, 0.069, -0.028], [0.068, -0.094, -0.010], [-0.016, 0.079, -0.011], [-0.057, 0.017, 0.029], [0.042, 0.059, -0.001], [-0.009, -0.059, -0.062], [-0.014, -0.100, 0.039], [-0.018, 0.060, 0.070], [0.099, -0.019, 0.048], [-0.044, 0.082, -0.012], [0.114, 0.057, -0.061], [-0.013, -0.106, -0.137], [-0.044, -0.030, -0.073], [-0.040, 0.075, -0.040], [-0.086, -0.071, 0.012], [0.049, -0.055, 0.007], [0.020, -0.009, -0.097], [0.008, 0.049, 0.014], [0.054, -0.023, -0.032], [-0.001, -0.047, 0.042], [0.008, 0.047, 0.039], [-0.002, 0.056, 0.022], [-0.079, -0.017, 0.021], [0.020, 0.043, 0.055], [-0.045, -0.040, -0.045], [-0.018, -0.042, 0.026], [-0.016, 0.048, 0.093], [0.039, -0.098, 0.000], [0.057, 0.044, -0.109], [-0.065, -0.056, -0.072], [-0.090, -0.039, 0.024], [0.072, -0.068, -0.032], [0.015, -0.005, -0.005], [-0.010, -0.004, 0.001], [-0.001, -0.002, -0.014], [-0.001, -0.014, -0.003], [-0.004, 0.038, 0.014], [0.027, -0.006, 0.000], [-0.008, -0.025, 0.012], [-0.018, -0.029, 0.000], [-0.023, 0.054, 0.025], [0.022, 0.028, 0.022], [0.010, 0.068, -0.074], [0.086, -0.017, -0.016], [-0.040, 0.033, 0.034], [0.014, 0.051, 0.012], [0.014, -0.038, -0.030], [-0.015, 0.023, 0.043], [-0.051, 0.003, 0.008], [0.008, -0.064, -0.021], [0.014, 0.028, -0.022], [0.044, 0.015, 0.008], [-0.048, 0.030, 0.049], [-0.052, 0.022, -0.054], [0.060, -0.068, -0.015], [0.006, 0.012, -0.011], [-0.006, -0.001, 0.003], [0.002, 0.012, 0.006], [0.002, 0.012, 0.000], [0.014, -0.026, 0.002], [0.018, 0.021, -0.012], [-0.010, -0.001, 0.008], [-0.009, 0.012, 0.005], [0.011, -0.031, 0.006], [0.026, 0.009, -0.020], [-0.006, -0.011, 0.001], [-0.016, 0.000, -0.009], [0.025, 0.097, -0.019], [0.002, -0.016, 0.031], [0.047, 0.049, 0.007], [-0.048, 0.014, -0.061], [-0.052, -0.050, 0.011], [0.020, 0.034, 0.044], [-0.004, 0.026, -0.016], [-0.033, 0.014, -0.084], [-0.038, -0.044, -0.001], [-0.023, -0.048, 0.044], [0.033, 0.028, -0.037], [0.011, -0.020, -0.002], [-0.012, 0.017, 0.030], [-0.005, -0.020, -0.002], [0.004, -0.016, -0.001], [0.013, 0.039, 0.006], [0.022, -0.013, -0.014], [-0.010, -0.011, 0.014], [0.004, -0.018, 0.021], [0.026, 0.050, -0.018], [0.035, -0.001, -0.005], [-0.010, 0.008, 0.001], [-0.005, -0.001, 0.011], [-0.002, -0.009, -0.002], [-0.008, 0.014, 0.004], [-0.002, -0.011, -0.025], [-0.023, 0.002, 0.054], [-0.065, -0.017, 0.010], [0.023, -0.047, -0.019], [0.027, -0.006, -0.020], [0.034, 0.059, 0.002], [-0.048, 0.004, 0.051], [-0.065, -0.015, -0.028], [0.051, 0.025, 0.010], [0.004, 0.003, -0.008], [-0.005, 0.006, 0.006], [0.017, -0.025, -0.001], [-0.006, 0.012, -0.002], [0.032, -0.019, -0.007], [0.010, 0.036, -0.019], [-0.016, -0.006, -0.001], [-0.008, 0.004, 0.019], [0.018, -0.030, -0.002], [0.021, 0.022, -0.025], [0.001, -0.013, 0.008], [-0.007, -0.009, -0.005], [-0.008, 0.005, 0.001], [0.008, -0.014, 0.004]], "spin_multiplicity": 1, "homo_lumo_gap_ev": 7.9, "charge": 1}